Here is a 2-piece molecular cluster, C5H8O2 overall from the Open Molecules 2025 dataset. Energies are from the ωB97M-V functional and the def2-TZVPD basis.

Multiplicity = 1
Energy relative to the best compared isomer or geometry (same formula, charge and spin) = 123.38 kcal/mol
Charge = 0
Frontier orbital gap (alpha / beta) = 7.105 / 8.243 eV
HOMO energy (alpha / beta) = -0.252 / -0.284 Eh

Last column: Mulliken charge in e.
Element x y z (Å)
C 0.90 -1.76 -1.75  -0.930
C -0.08 -1.29 -0.95  0.334
C 0.60 1.71 0.16  0.419
C 0.13 -1.19 0.42  -0.446
C -0.60 2.06 0.98  -0.881
O 1.55 2.36 -0.26  -0.447
O -0.82 -0.91 1.32  -0.445
H 0.66 -2.00 -2.89  0.202
H 1.79 -1.99 -1.35  0.340
H -1.09 -0.87 -1.17  0.133
H 1.02 -1.43 0.83  0.472
H -0.45 1.33 1.84  0.282
H -1.53 1.75 0.55  0.248
H -0.47 2.89 1.58  0.403
H -1.61 -0.67 0.68  0.316

=====

Here is a 2-piece molecular cluster, C2H3BrFNO2 overall from the Open Molecules 2025 dataset. Energies are from the ωB97M-V functional and the def2-TZVPD basis.

Multiplicity = 3
Energy relative to the best compared isomer or geometry (same formula, charge and spin) = 0.00 kcal/mol
Charge = 0
⟨S²⟩ = 2.0080
Frontier orbital gap (alpha / beta) = 7.299 / 9.121 eV
HOMO energy (alpha / beta) = -0.273 / -0.411 Eh

Last column: Mulliken charge in e.
Element x y z (Å)
C 0.55 -0.67 0.81  -0.779
C 0.40 -0.82 -0.63  0.228
N -1.06 1.60 -0.30  0.706
O -1.90 1.34 0.51  -0.337
O -0.56 2.64 -0.67  -0.382
F 1.35 -0.21 -1.35  -0.235
Br -0.64 -1.88 -1.65  -0.082
H 1.24 0.22 0.91  0.263
H -0.47 -0.66 1.21  0.316
H 1.09 -1.57 1.16  0.303

=====

Here is C21H29N6PPtSSe as an isolated structure from the Open Molecules 2025 dataset. Energies are from the ωB97M-V functional and the def2-TZVPD basis.

Multiplicity = 1
Energy relative to the best compared isomer or geometry (same formula, charge and spin) = 7.01 kcal/mol
Charge = +2
Frontier orbital gap = 7.037 eV
HOMO energy = -0.457 Eh

Last column: Mulliken charge in e.
Element x y z (Å)
Pt 0.14 0.12 1.09  -0.163
C -0.58 3.22 2.27  -1.467
C -0.59 2.13 3.30  1.183
C -0.97 2.50 4.61  -0.817
C -0.90 1.59 5.62  -0.677
C -0.35 0.31 5.38  0.969
C -0.12 -0.62 6.41  -0.845
C 0.52 -1.79 6.14  -0.764
C 0.96 -2.07 4.83  -0.582
C 0.70 -1.19 3.80  1.062
S 1.27 -1.55 2.17  -0.618
C 0.02 0.00 4.06  -0.421
N -0.20 0.90 3.02  -0.275
H -1.59 3.56 2.05  0.364
H -0.09 2.91 1.35  0.077
H -0.03 4.07 2.68  0.563
H -1.30 3.51 4.79  0.431
H -1.20 1.86 6.63  0.455
H -0.43 -0.37 7.42  0.406
H 0.72 -2.51 6.92  0.400
H 1.51 -2.98 4.63  0.441
C 3.00 -1.04 -3.10  -0.796
N 2.93 -2.13 -2.01  0.059
C 1.94 -3.21 -2.48  -0.750
N 0.68 -2.64 -2.78  0.170
C 0.81 -1.60 -3.81  -0.919
N 1.71 -0.53 -3.38  0.132
C 1.14 0.27 -2.29  -0.137
P 0.83 -0.77 -0.80  1.566
C 2.51 -1.55 -0.69  -1.184
C -0.05 -2.17 -1.60  -0.543
H 3.43 -1.52 -3.98  0.396
H 3.68 -0.27 -2.73  0.394
H 3.86 -2.55 -1.90  0.353
H 1.88 -3.95 -1.68  0.390
H 2.39 -3.66 -3.37  0.384
H -0.17 -1.19 -4.03  0.355
H 1.21 -2.06 -4.72  0.296
H 0.20 0.70 -2.63  -0.242
H 1.81 1.09 -2.03  0.505
H 2.50 -2.34 0.05  0.719
H 3.24 -0.80 -0.38  0.324
H -1.05 -1.84 -1.90  0.057
H -0.17 -2.98 -0.88  0.355
C -3.72 -0.56 -2.14  -0.819
N -2.86 0.58 -2.44  0.283
C -2.68 1.14 -3.69  -0.478
C -1.86 2.20 -3.54  -0.414
N -1.55 2.28 -2.20  0.199
C -0.74 3.32 -1.57  -0.853
C -2.15 1.27 -1.53  -0.330
Se -2.12 0.95 0.31  -0.161
H -4.25 -0.84 -3.04  0.317
H -4.44 -0.28 -1.37  0.390
H -3.13 -1.40 -1.78  0.305
H -3.18 0.76 -4.57  0.494
H -1.50 2.92 -4.26  0.487
H -0.57 4.11 -2.30  0.348
H 0.21 2.92 -1.23  0.256
H -1.28 3.73 -0.72  0.373

=====

Here is a 2-piece molecular cluster, CH9OSi2 overall from the Open Molecules 2025 dataset. Energies are from the ωB97M-V functional and the def2-TZVPD basis.

Multiplicity = 1
Energy relative to the best compared isomer or geometry (same formula, charge and spin) = 2.56 kcal/mol
Charge = +1
Frontier orbital gap = 9.290 eV
HOMO energy = -0.561 Eh

Last column: Mulliken charge in e.
Element x y z (Å)
C 0.55 -0.06 1.55  -0.622
O 0.12 0.10 0.27  -0.113
Si 0.33 1.53 -0.50  0.342
Si -1.03 -1.53 -1.14  0.570
H 1.65 0.24 1.55  0.296
H -0.04 0.52 2.28  0.319
H 0.54 -1.15 1.78  0.247
H 1.60 1.55 -1.28  -0.046
H 0.35 2.43 0.67  -0.044
H -0.77 1.32 -1.49  -0.117
H -0.54 -2.54 -0.11  0.028
H -2.61 -1.45 -1.35  0.083
H -0.16 -0.95 -2.22  0.057

=====

Here is C32H56BMnO28 as an isolated structure from the Open Molecules 2025 dataset. Energies are from the ωB97M-V functional and the def2-TZVPD basis.

Multiplicity = 6
Charge = +1
⟨S²⟩ = 8.8182
Frontier orbital gap (alpha / beta) = 1.807 / 2.346 eV
HOMO energy (alpha / beta) = -0.379 / -0.379 Eh

Last column: Mulliken charge in e.
Element x y z (Å)
Mn 0.36 -0.15 -0.42  1.892
O -6.25 1.50 6.91  -0.605
C -5.65 0.53 6.53  0.590
O -4.48 0.46 6.04  -0.362
B -4.10 -0.95 5.74  1.028
O -5.31 -1.75 6.02  -0.427
C -6.28 -0.90 6.47  0.540
O -7.44 -1.20 6.87  -0.603
O -2.91 -1.39 6.47  -0.466
C -1.84 -1.39 5.68  0.614
O -0.68 -1.43 6.12  -0.622
C -2.38 -1.24 4.23  0.654
O -3.64 -1.11 4.32  -0.572
O -1.69 -1.18 3.18  -0.666
C 6.22 -0.55 -5.87  -1.032
C 6.02 -1.81 -4.98  -0.196
O 4.74 -1.63 -4.31  -0.322
C 4.60 -0.78 -3.22  0.623
O 3.55 -0.57 -2.61  -0.496
O 5.75 -0.12 -2.92  -0.322
C 5.80 0.95 -1.92  -0.592
H 7.04 -0.82 -6.55  0.378
H 6.66 0.29 -5.34  0.286
H 5.34 -0.27 -6.45  0.286
H 6.78 -1.88 -4.20  0.276
H 5.97 -2.75 -5.52  0.333
H 5.71 0.59 -0.90  0.270
H 5.09 1.75 -2.14  0.255
H 6.82 1.30 -2.08  0.246
C 2.92 -5.56 4.12  -1.082
C 3.93 -5.21 2.98  -0.155
O 3.44 -4.11 2.18  -0.342
C 3.59 -2.80 2.51  0.731
O 2.88 -1.94 1.99  -0.535
O 4.43 -2.66 3.48  -0.336
C 4.42 -1.44 4.22  -0.831
H 1.85 -5.53 3.91  0.274
H 3.06 -4.89 4.97  0.301
H 3.13 -6.57 4.47  0.389
H 3.80 -6.08 2.34  0.263
H 4.99 -5.15 3.22  0.312
H 5.24 -0.85 3.82  0.324
H 4.86 -1.68 5.18  0.304
H 3.52 -0.88 4.48  0.376
C -0.05 -2.37 -7.72  -1.118
C -0.42 -1.36 -6.58  -0.305
O -1.55 -1.92 -5.97  -0.266
C -1.95 -1.44 -4.77  0.677
O -1.18 -0.87 -3.95  -0.572
O -3.24 -1.81 -4.48  -0.254
C -4.12 -2.58 -5.35  -0.629
H -0.90 -2.39 -8.40  0.320
H 0.22 -3.32 -7.26  0.312
H 0.78 -1.90 -8.24  0.375
H -0.70 -0.42 -7.05  0.287
H 0.42 -1.13 -5.94  0.319
H -5.11 -2.63 -4.90  0.233
H -3.84 -3.63 -5.49  0.294
H -4.18 -2.08 -6.31  0.320
C -2.86 -5.35 1.48  -1.056
C -3.02 -4.87 0.06  -0.185
O -1.98 -5.56 -0.63  -0.295
C -0.87 -4.93 -0.92  0.748
O -0.63 -3.70 -0.74  -0.568
O -0.03 -5.86 -1.43  -0.332
C 1.27 -5.46 -1.94  -0.580
H -3.62 -4.86 2.09  0.375
H -1.86 -5.22 1.91  0.271
H -3.16 -6.39 1.55  0.327
H -3.00 -3.79 -0.05  0.276
H -3.98 -5.24 -0.31  0.245
H 1.20 -5.22 -3.00  0.252
H 1.89 -6.33 -1.75  0.250
H 1.60 -4.58 -1.38  0.284
C -3.76 4.47 1.78  -1.090
C -4.65 3.27 1.98  -0.150
O -4.97 2.69 0.71  -0.425
C -4.16 1.94 0.01  0.759
O -3.01 1.58 0.24  -0.523
O -4.80 1.57 -1.11  -0.268
C -6.20 1.76 -1.49  -0.658
H -2.78 4.15 1.44  0.230
H -3.55 4.95 2.74  0.398
H -4.01 5.18 1.00  0.348
H -5.61 3.54 2.40  0.255
H -4.24 2.48 2.61  0.279
H -6.36 1.21 -2.42  0.249
H -6.39 2.78 -1.84  0.297
H -6.91 1.51 -0.70  0.308
C 1.19 4.17 6.52  -1.145
C 0.14 4.32 5.43  -0.109
O 0.32 3.41 4.35  -0.246
C 1.30 3.42 3.34  0.588
O 1.28 2.66 2.39  -0.514
O 2.13 4.41 3.49  -0.323
C 3.20 4.64 2.47  -0.641
H 1.45 3.11 6.59  0.309
H 0.96 4.61 7.49  0.371
H 2.14 4.56 6.16  0.283
H 0.10 5.35 5.09  0.284
H -0.85 4.11 5.84  0.330
H 3.66 5.63 2.57  0.284
H 2.90 4.72 1.42  0.236
H 4.01 3.92 2.56  0.293
O 0.78 3.28 -2.35  -0.594
C 0.93 4.11 -3.24  0.666
O 0.26 5.25 -3.36  -0.259
C -0.80 5.49 -2.49  0.029
C -1.35 6.88 -2.83  -1.307
C 2.08 4.01 -4.21  -0.884
H -0.47 5.57 -1.46  0.207
H -1.56 4.72 -2.56  0.265
H -0.55 7.61 -2.93  0.324
H -2.07 7.26 -2.11  0.368
H -1.86 6.91 -3.79  0.334
H 2.97 4.39 -3.72  0.245
H 1.88 4.50 -5.16  0.336
H 2.22 2.95 -4.43  0.276

=====

Here is a 4-piece molecular cluster, C35H73BClF6N5O10P overall from the Open Molecules 2025 dataset. Energies are from the ωB97M-V functional and the def2-TZVPD basis.

Multiplicity = 1
Charge = +1
Frontier orbital gap = 7.249 eV
HOMO energy = -0.390 Eh

Last column: Mulliken charge in e.
Element x y z (Å)
C 4.50 -3.74 -1.50  -1.914
C 3.61 -2.93 -0.55  0.571
O 3.87 -3.37 0.80  0.014
P 3.68 -2.29 1.97  0.627
O 4.46 -2.72 3.13  -0.841
C 1.95 -2.15 2.45  -0.463
C 1.06 -1.87 1.22  -1.616
C -0.41 -1.57 1.58  0.402
C -0.79 -0.07 1.54  -2.100
O 0.43 0.64 1.90  -0.695
C 0.42 0.93 3.16  0.844
N 0.46 1.23 4.31  -0.598
C -1.29 0.37 0.14  2.158
Cl 0.15 0.69 -0.87  -0.169
O -2.10 1.47 0.28  -0.713
C -1.51 2.66 0.80  -0.755
C -2.01 3.90 0.07  1.002
C -2.03 3.75 -1.44  -1.767
C -1.31 5.15 0.63  -1.935
C -0.02 5.64 -0.05  1.681
C -0.26 6.56 -1.25  -1.816
C 0.99 4.56 -0.40  -1.504
C -2.29 -0.67 -0.47  -0.051
F -3.30 -0.62 0.46  -0.415
C -2.97 -0.16 -1.79  0.762
F -2.25 0.78 -2.38  -0.256
F -3.17 -1.12 -2.72  -0.298
F -4.15 0.35 -1.50  -0.274
N -1.89 -2.10 -0.41  0.667
C -3.06 -3.04 -0.82  -0.796
C -2.98 -4.50 -0.41  -0.980
C -3.97 -4.90 0.69  -0.299
F -4.33 -6.20 0.47  -0.337
B -0.82 -2.48 -1.48  0.952
O -0.59 -1.64 -2.51  -0.455
O -0.17 -3.66 -1.38  -0.907
C -1.39 -2.51 0.93  -1.095
F -2.44 -2.69 1.77  -0.473
O 4.16 -0.85 1.50  -0.396
C 5.56 -0.78 1.17  -0.290
C 5.80 -0.25 -0.24  -1.234
H 5.46 -3.89 -1.03  0.382
H 4.00 -4.68 -1.71  0.522
H 4.59 -3.21 -2.44  0.439
H 3.84 -1.88 -0.71  0.515
H 2.59 -3.10 -0.85  -0.346
H 1.66 -3.10 2.87  0.487
H 1.88 -1.34 3.16  0.332
H 1.53 -1.11 0.60  0.762
H 1.07 -2.78 0.63  0.555
H -0.46 -1.83 2.63  0.979
H -1.54 0.17 2.28  0.701
H -0.43 2.70 0.81  -0.029
H -1.83 2.78 1.83  0.318
H -3.05 3.99 0.37  0.608
H -2.93 3.21 -1.71  0.387
H -1.22 3.15 -1.83  0.182
H -2.10 4.70 -1.96  0.459
H -2.02 5.97 0.64  0.632
H -1.07 4.97 1.68  0.359
H 0.47 6.28 0.68  0.061
H 0.62 7.19 -1.33  0.424
H -1.14 7.17 -1.13  0.376
H -0.27 5.97 -2.17  0.399
H 1.92 5.07 -0.63  0.439
H 0.73 4.03 -1.30  0.224
H 1.23 3.90 0.42  0.271
H -3.04 -3.04 -1.90  0.724
H -4.01 -2.61 -0.55  0.504
H -3.31 -5.10 -1.26  0.559
H -2.00 -4.89 -0.18  0.267
H -3.53 -4.84 1.67  0.253
H -4.84 -4.27 0.61  0.273
H -0.99 -1.95 -3.33  0.367
H -0.21 -4.19 -2.18  0.361
H -0.89 -3.46 0.89  1.264
H 6.03 -0.12 1.88  0.568
H 6.04 -1.75 1.25  0.254
H 4.97 0.33 -0.61  0.253
H 6.66 0.40 -0.19  0.400
H 6.03 -1.03 -0.95  0.321
C -6.56 -0.40 -3.59  -1.222
C -7.87 0.37 -3.42  0.464
C -8.69 -0.07 -2.20  -0.797
O -9.39 -1.29 -2.36  -0.411
C -8.63 -2.46 -2.15  -0.564
N -8.63 0.29 -4.66  -0.744
H -6.73 -1.40 -4.00  0.267
H -5.90 0.12 -4.28  0.444
H -6.04 -0.50 -2.64  0.039
H -7.60 1.42 -3.26  0.425
H -9.46 0.68 -2.02  0.390
H -8.07 -0.10 -1.29  0.390
H -7.88 -2.31 -1.36  0.202
H -8.14 -2.78 -3.07  0.219
H -9.31 -3.24 -1.84  0.302
H -9.45 0.89 -4.59  0.285
H -9.02 -0.65 -4.72  0.306
C 4.77 10.09 1.02  -1.407
C 3.29 10.01 0.67  0.293
C 2.58 8.76 1.22  -0.810
O 2.86 7.57 0.52  -0.221
C 4.07 6.93 0.87  -0.789
N 3.15 10.12 -0.79  -0.711
H 5.37 9.41 0.42  0.289
H 5.14 11.10 0.85  0.363
H 4.93 9.85 2.08  0.347
H 2.80 10.88 1.12  0.408
H 1.50 8.92 1.12  0.332
H 2.78 8.63 2.29  0.501
H 4.30 7.06 1.94  0.365
H 4.90 7.30 0.27  0.259
H 3.96 5.86 0.67  0.232
H 2.16 10.18 -1.03  0.269
H 3.45 9.24 -1.20  0.326
C 4.61 -8.69 1.21  -1.603
C 4.71 -7.19 1.45  0.371
C 4.31 -6.75 2.87  -0.771
O 2.91 -6.74 3.10  -0.286
C 2.34 -8.00 3.43  -0.752
N 3.92 -6.48 0.43  -0.605
H 3.58 -9.02 1.08  0.294
H 5.15 -8.96 0.31  0.393
H 5.05 -9.25 2.04  0.369
H 5.76 -6.91 1.32  0.454
H 4.63 -5.71 3.01  0.322
H 4.82 -7.35 3.63  0.462
H 3.03 -8.61 4.02  0.324
H 2.04 -8.54 2.53  0.265
H 1.45 -7.81 4.03  0.243
H 4.08 -5.49 0.55  0.136
H 2.94 -6.61 0.68  0.302

=====

no.,maximum force (eV/A)
1,5.99
2,1.98
3,0.46
4,4.18
5,5.51
6,4.55